{
  "formula": "C18H25N3O3STi",
  "method": "ωB97M-V/def2-TZVPD",
  "species": ["Ti", "C", "C", "C", "C", "N", "C", "C", "C", "C", "C", "C", "N", "H", "H", "H", "H", "H", "H", "H", "H", "O", "S", "C", "C", "C", "C", "H", "H", "H", "H", "H", "H", "H", "H", "O", "O", "C", "C", "C", "C", "N", "H", "H", "H", "H", "H", "H", "H", "H", "H"],
  "positions_angstrom": [[0.34706, 1.13418, -0.58225], [4.64388, 1.11022, -1.10891], [5.13198, 1.26633, 0.17056], [4.23581, 1.34276, 1.23187], [2.88870, 1.25186, 0.95887], [2.42587, 1.09147, -0.27074], [3.27414, 1.02841, -1.29647], [1.82220, 1.33199, 2.02726], [2.13233, 1.43750, 3.36621], [1.09670, 1.50109, 4.29133], [-0.20191, 1.46826, 3.83458], [-0.42527, 1.37190, 2.47054], [0.56997, 1.29527, 1.58645], [5.30231, 1.05359, -1.96470], [6.19578, 1.33641, 0.35493], [4.59536, 1.47958, 2.24023], [2.81511, 0.91419, -2.26690], [3.16040, 1.46787, 3.69354], [1.31659, 1.57999, 5.34828], [-1.04430, 1.51972, 4.51027], [-1.42085, 1.35936, 2.05562], [-1.82501, 1.34430, -0.34646], [-2.97725, 0.41539, -0.05394], [-4.43569, 1.32238, -0.54739], [-5.35973, 0.26793, -1.13666], [-4.48874, -0.53992, -2.10665], [-3.11248, -0.73258, -1.44783], [-4.07664, 2.03321, -1.29619], [-4.83139, 1.86089, 0.31141], [-6.22130, 0.72366, -1.62253], [-5.74290, -0.38152, -0.34433], [-4.37317, 0.00636, -3.04325], [-4.94687, -1.49860, -2.34457], [-2.25004, -0.46559, -2.06164], [-2.94463, -1.73550, -1.06645], [0.38449, 2.04805, -2.12650], [0.38454, 2.97763, -0.95088], [-0.13514, -2.61023, 0.50634], [0.48483, -2.06957, -0.78620], [1.98921, -2.35370, -0.74427], [-0.10696, -2.82667, -1.98584], [0.26777, -0.64166, -0.88702], [0.06403, -3.67906, 0.64906], [-1.21888, -2.46660, 0.50306], [0.27197, -2.06348, 1.36129], [2.20690, -3.42681, -0.71071], [2.43608, -1.88825, 0.14019], [2.47297, -1.93231, -1.62936], [0.17978, -3.88365, -1.99300], [0.23944, -2.36589, -2.91366], [-1.19707, -2.78016, -1.97656]],
  "homo_ha": [-0.239, -0.239],
  "orbital_gap_ev": [6.24, 6.24]
}



{
  "formula": "C18H25N3O6P2S2TeV",
  "method": "ωB97M-V/def2-TZVPD",
  "species": ["V", "S", "C", "C", "C", "C", "C", "C", "C", "C", "C", "N", "H", "H", "H", "H", "H", "H", "N", "C", "C", "P", "O", "O", "O", "P", "O", "O", "O", "H", "H", "H", "H", "H", "H", "H", "H", "S", "C", "N", "C", "C", "C", "C", "H", "H", "H", "H", "H", "C", "Te", "C", "H", "H", "H", "H", "H", "H"],
  "positions_angstrom": [[0.28040, -0.45366, 0.32196], [-3.49473, 1.27082, 1.90403], [-2.86028, 2.47884, 0.85190], [-1.73756, 2.07424, 0.19810], [-1.32208, 0.74198, 0.51424], [-2.20025, 0.19752, 1.44270], [-1.97828, -1.14855, 1.86046], [-2.74992, -1.91161, 2.74069], [-2.41402, -3.23339, 2.94098], [-1.30409, -3.76603, 2.27589], [-0.56748, -2.95346, 1.44796], [-0.88840, -1.66803, 1.22746], [-3.37610, 3.42500, 0.78873], [-1.19794, 2.71606, -0.48438], [-3.58765, -1.44887, 3.24520], [-3.00806, -3.85482, 3.59787], [-1.01185, -4.79600, 2.41996], [0.30909, -3.32305, 0.93094], [3.72656, 1.21540, 1.55363], [3.39317, -0.24972, 1.71667], [4.50910, -1.05508, 2.33398], [1.81334, -0.22168, 2.69555], [2.46037, 0.63810, 3.94990], [1.32904, -1.53507, 3.14271], [0.90716, 0.72673, 1.95992], [2.85966, -0.72479, 0.00803], [4.33158, -0.73256, -0.68093], [2.17115, -2.02733, -0.10685], [2.14993, 0.52951, -0.45976], [3.61620, 1.70677, 2.44439], [3.00356, 1.52834, 0.85975], [4.65292, 1.35161, 1.15001], [4.74544, -0.68602, 3.33308], [5.40544, -1.03275, 1.71151], [4.18057, -2.08983, 2.42288], [1.97968, 0.41356, 4.75863], [4.34817, -1.32172, -1.44854], [-0.13859, -1.25925, -1.83124], [-1.72911, -1.06349, -2.37979], [-2.72993, -0.86421, -1.48207], [-4.02816, -0.75000, -1.83214], [-4.40455, -0.84567, -3.13443], [-3.40564, -1.03399, -4.11433], [-2.09338, -1.13120, -3.73929], [-2.42950, -0.71044, -0.51572], [-4.72299, -0.58906, -1.02016], [-5.44322, -0.76628, -3.41570], [-3.69038, -1.08679, -5.15617], [-1.30121, -1.25269, -4.46336], [0.08570, 3.09780, -4.24828], [0.90182, 1.91904, -2.62084], [1.62976, 3.70274, -1.63433], [0.87099, 3.59852, -4.80930], [-0.61531, 3.84017, -3.87185], [-0.44733, 2.42402, -4.91695], [0.85768, 4.46711, -1.68167], [2.53581, 4.07228, -2.10777], [1.82371, 3.45093, -0.59383]],
  "homo_ha": [-0.227, -0.187],
  "orbital_gap_ev": [6.35, 5.27],
  "spin_multiplicity": 2,
  "s_squared": 0.817
}



E_tot, record by record: -63633.98492, -109060.86453 eV
Strongest force on any atom, record by record: 4.231, 1.982 eV/A
Relative energy (zero: lowest compared OMol25 entry of this formula, charge and spin), record by record: 22.3, 17.4 kcal per mole